[1]
{
  "formula": "C31H38F6HgN4OP2",
  "method": "ωB97M-V/def2-TZVPD",
  "symbols": ["Hg", "C", "C", "C", "C", "C", "C", "C", "C", "C", "H", "H", "H", "H", "H", "H", "H", "H", "H", "H", "H", "H", "H", "H", "H", "P", "P", "N", "N", "N", "N", "C", "C", "C", "C", "C", "C", "C", "C", "C", "C", "C", "C", "C", "C", "C", "C", "C", "C", "H", "H", "H", "H", "H", "H", "H", "H", "H", "H", "H", "H", "H", "H", "H", "H", "H", "H", "H", "H", "C", "C", "O", "C", "F", "F", "F", "C", "F", "F", "F", "H", "H", "H"],
  "positions_angstrom": [[-0.489, -2.579, 0.727], [-1.107, 2.116, -0.882], [-1.391, 1.148, -1.757], [-0.925, 0.976, -3.175], [0.397, 0.196, -3.416], [1.587, 0.547, -2.579], [1.787, 1.711, -1.946], [0.992, 2.968, -2.127], [-0.086, 3.203, -1.039], [1.634, -2.237, 0.703], [-1.683, 2.162, 0.051], [-2.059, 0.344, -1.414], [-0.886, 1.937, -3.706], [-1.711, 0.382, -3.673], [0.185, -0.878, -3.286], [0.651, 0.318, -4.484], [2.343, -0.245, -2.510], [2.615, 1.807, -1.240], [0.522, 3.010, -3.115], [1.698, 3.813, -2.046], [0.411, 3.380, -0.074], [-0.623, 4.136, -1.272], [1.920, -1.780, 1.657], [1.771, -1.512, -0.104], [2.232, -3.140, 0.524], [1.288, -1.117, -8.298], [-1.790, -0.773, -8.009], [2.737, -0.130, -8.288], [2.044, -2.397, -9.308], [-2.012, 0.957, -7.745], [-3.476, -1.059, -8.452], [0.407, -0.235, -9.679], [-1.081, -0.632, -9.720], [3.262, 0.416, -7.107], [4.330, 1.237, -7.434], [4.476, 1.207, -8.862], [3.479, 0.377, -9.361], [2.213, -3.703, -8.830], [2.742, -4.489, -9.846], [2.907, -3.649, -10.996], [2.471, -2.379, -10.638], [-1.789, 1.538, -6.493], [-1.902, 2.918, -6.605], [-2.194, 3.207, -7.978], [-2.247, 1.993, -8.651], [-4.351, -0.336, -9.275], [-5.495, -1.096, -9.493], [-5.313, -2.347, -8.807], [-4.072, -2.305, -8.191], [0.867, -0.442, -10.656], [0.525, 0.840, -9.469], [-1.641, 0.077, -10.343], [-1.208, -1.634, -10.163], [2.811, 0.157, -6.159], [4.931, 1.808, -6.741], [5.212, 1.738, -9.452], [3.241, 0.120, -10.382], [1.932, -3.937, -7.816], [2.980, -5.542, -9.781], [3.296, -3.937, -11.965], [2.426, -1.479, -11.236], [-1.582, 0.900, -5.651], [-1.793, 3.633, -5.800], [-2.353, 4.185, -8.418], [-2.435, 1.792, -9.698], [-4.103, 0.653, -9.626], [-6.353, -0.801, -10.081], [-6.010, -3.171, -8.782], [-3.543, -3.024, -7.585], [-0.787, 0.943, 2.955], [-1.840, -0.148, 2.756], [-1.851, -0.765, 1.566], [-1.655, -1.184, 3.951], [-1.708, -0.585, 5.179], [-2.552, -2.197, 3.943], [-0.407, -1.750, 3.855], [-3.239, 0.603, 2.929], [-3.328, 1.310, 4.105], [-3.364, 1.519, 1.920], [-4.304, -0.224, 2.859], [0.223, 0.525, 2.897], [-0.927, 1.424, 3.927], [-0.888, 1.696, 2.166]],
  "forces_ev_per_a": [[0.0100, 2.0449, 1.2626], [-0.1282, -0.2506, -0.0246], [-0.1405, -0.3628, 0.6672], [0.0828, -0.2077, -0.4701], [-0.3782, 0.0037, -0.4203], [0.2832, 0.4020, 0.4375], [0.1823, -0.5472, -0.1658], [-0.3332, 0.4969, 0.3766], [-0.0129, 0.2860, -0.3161], [0.4682, -0.4432, -0.3862], [0.3353, -0.3302, -0.2925], [0.0166, 0.5265, -0.0521], [-0.1179, -0.3327, 0.2204], [0.2337, 0.3011, 0.0854], [0.1310, 0.2290, 0.0092], [-0.0548, -0.1409, 0.1622], [-0.2838, 0.2605, 0.3024], [0.0379, -0.1532, -0.3298], [0.3596, 0.0851, 0.2609], [-0.2600, -0.2477, -0.2323], [-0.1451, -0.1153, -0.1455], [0.2071, -0.0166, 0.0747], [-0.5137, -0.2105, -0.1367], [-0.0976, -0.1613, 0.0860], [-0.4106, 0.3104, 0.0207], [2.4557, -0.2031, -2.0399], [-2.0428, 1.5907, -1.0273], [0.2347, 0.9031, 0.5537], [-0.6407, -0.7977, 0.1775], [0.7795, 0.5358, 0.5002], [-0.3984, -1.0106, -0.2900], [-0.2801, 0.0703, 0.1757], [0.1751, -0.3288, 0.0295], [0.4287, 0.2669, -0.9559], [-0.6760, -0.5615, -0.1830], [-1.0769, -0.7136, 0.1567], [0.4393, 0.5085, 0.9243], [0.2720, 0.1591, -1.1125], [-0.3203, 0.7991, 0.4661], [-0.4483, 0.7784, 0.8038], [-0.0031, -0.8514, 0.1514], [-0.2084, 0.7625, -0.7422], [-0.0065, -1.0362, -0.2358], [0.0447, -1.0818, -0.0785], [0.2103, 0.5227, 0.6222], [-0.4834, -0.9840, 0.2042], [1.2554, 0.0196, 0.5279], [0.8498, 0.4876, 0.1288], [-0.5774, 0.8650, -0.5982], [-0.1038, 0.1663, 0.4484], [-0.1441, -0.2857, -0.0071], [0.0411, -0.3486, 0.2186], [0.0842, 0.2503, 0.0810], [0.1241, 0.0729, -0.0519], [-0.0733, -0.1335, -0.0335], [-0.1200, -0.1000, 0.0742], [0.1113, 0.0640, 0.2265], [0.0435, -0.0529, -0.0541], [-0.0352, 0.1445, 0.0508], [-0.0659, 0.0895, 0.1941], [0.0457, -0.3415, 0.1025], [-0.0053, 0.1091, -0.0459], [-0.0185, -0.1362, -0.1104], [0.0325, -0.2408, 0.0709], [0.1024, 0.1687, 0.2807], [-0.1193, -0.1565, 0.1226], [0.1299, 0.0156, 0.1098], [0.0858, 0.0627, 0.0568], [-0.1097, -0.0250, 0.0042], [0.3618, 0.1805, -0.0897], [-0.7705, -0.0901, 1.2054], [0.5347, -1.2892, -1.1179], [-0.0536, 0.6029, 0.1463], [-0.0003, -0.6796, -0.8846], [0.6256, 0.5984, -0.0027], [-0.7443, 0.1111, -0.0106], [0.1438, 0.1305, -0.0114], [-0.1094, -0.6522, -0.9898], [-0.0383, -0.6816, 0.7563], [0.6468, 0.5601, 0.1180], [-0.1946, -0.0067, 0.0152], [0.1667, -0.0173, -0.1654], [-0.0272, -0.2168, 0.1398]],
  "mulliken_charge": [1.111, -0.777, -0.386, -0.581, 0.040, -0.452, -0.567, -0.723, -0.823, -0.905, 0.477, 0.429, 0.082, 0.667, 0.360, -0.128, 0.668, 0.378, 0.293, 0.431, 0.351, 0.345, 0.291, 0.120, 0.354, -0.026, -0.238, 0.387, 0.312, 0.417, 0.361, -0.698, -1.038, -0.409, -0.603, -0.677, -0.109, -0.462, -0.606, -0.739, -0.053, -0.330, -0.389, -1.203, -0.053, -0.116, -0.590, -0.573, -0.399, 0.460, 0.488, 0.435, 0.515, 0.380, 0.417, 0.426, 0.221, 0.407, 0.398, 0.426, 0.252, 0.142, 0.458, 0.436, 0.418, 0.224, 0.435, 0.406, 0.366, -1.420, 1.212, -1.043, 0.394, -0.267, -0.261, -0.250, 0.492, -0.278, -0.213, -0.261, 0.326, 0.440, 0.198],
  "lumo_ev": -2.0,
  "total_energy_ha": -2933.53228,
  "spin_multiplicity": 1,
  "charge": 0
}


[2]
{
  "formula": "C31H38F6N4OP2Pb",
  "method": "ωB97M-V/def2-TZVPD",
  "symbols": ["Pb", "C", "C", "C", "C", "C", "C", "C", "C", "C", "H", "H", "H", "H", "H", "H", "H", "H", "H", "H", "H", "H", "H", "H", "H", "P", "P", "N", "N", "N", "N", "C", "C", "C", "C", "C", "C", "C", "C", "C", "C", "C", "C", "C", "C", "C", "C", "C", "C", "H", "H", "H", "H", "H", "H", "H", "H", "H", "H", "H", "H", "H", "H", "H", "H", "H", "H", "H", "H", "C", "C", "O", "C", "F", "F", "F", "C", "F", "F", "F", "H", "H", "H"],
  "positions_angstrom": [[4.871, -0.509, -0.963], [6.614, 0.138, -2.249], [5.710, 0.374, -3.292], [5.475, -0.603, -4.382], [5.394, -2.076, -3.937], [4.931, -2.396, -2.529], [5.759, -2.610, -1.401], [7.202, -2.095, -1.296], [7.620, -1.018, -2.284], [1.859, -0.746, 1.089], [6.782, 0.934, -1.489], [5.347, 1.395, -3.502], [6.256, -0.522, -5.155], [4.561, -0.294, -4.920], [4.727, -2.568, -4.672], [6.369, -2.543, -4.086], [4.075, -3.094, -2.591], [5.460, -3.419, -0.736], [7.821, -2.989, -1.423], [7.413, -1.650, -0.305], [8.610, -0.602, -2.011], [7.766, -1.388, -3.314], [2.650, -0.074, 1.407], [1.628, -1.598, 1.743], [0.962, -0.276, 0.688], [0.886, -2.061, -1.494], [0.469, 1.217, -2.131], [1.865, -3.559, -1.145], [-0.421, -3.008, -2.176], [2.009, 1.878, -1.496], [0.276, 2.700, -3.142], [1.625, -1.403, -3.060], [1.070, -0.026, -3.493], [2.438, -3.830, 0.101], [3.283, -4.919, -0.011], [3.204, -5.382, -1.363], [2.319, -4.542, -2.040], [-1.236, -3.804, -1.356], [-2.158, -4.475, -2.151], [-1.895, -4.110, -3.508], [-0.816, -3.234, -3.495], [2.324, 2.613, -0.341], [3.693, 2.734, -0.226], [4.252, 2.226, -1.425], [3.220, 1.614, -2.133], [1.130, 3.672, -3.685], [0.379, 4.772, -4.092], [-0.993, 4.476, -3.809], [-1.029, 3.198, -3.265], [1.439, -2.145, -3.847], [2.731, -1.371, -2.965], [1.815, 0.461, -4.145], [0.179, -0.171, -4.129], [2.155, -3.225, 0.943], [3.878, -5.323, 0.789], [3.727, -6.226, -1.785], [1.941, -4.580, -3.057], [-1.079, -3.800, -0.289], [-2.922, -5.147, -1.795], [-2.431, -4.441, -4.387], [-0.310, -2.754, -4.313], [1.554, 2.954, 0.327], [4.238, 3.122, 0.621], [5.257, 2.361, -1.776], [3.216, 1.117, -3.087], [2.191, 3.507, -3.785], [0.743, 5.694, -4.532], [-1.855, 5.108, -3.957], [-1.854, 2.575, -2.962], [-1.636, 3.176, 0.052], [-0.930, 2.118, 0.888], [0.004, 1.478, 0.192], [-0.295, 2.843, 2.209], [-1.232, 3.339, 3.044], [0.503, 2.014, 2.919], [0.487, 3.898, 1.818], [-1.997, 1.100, 1.509], [-3.119, 1.756, 1.922], [-2.379, 0.192, 0.599], [-1.533, 0.411, 2.591], [-0.884, 3.868, -0.344], [-2.366, 3.723, 0.660], [-2.149, 2.681, -0.777]],
  "forces_ev_per_a": [[-3.8222, 0.8900, 2.7499], [1.2125, 1.3071, -1.7604], [1.7097, 0.4188, 0.5536], [-0.4443, -0.2763, -0.5147], [0.0632, 0.4016, -0.9674], [0.3437, -2.1247, 0.2330], [0.9014, -0.5871, -2.1302], [0.3431, -0.8038, 0.2058], [0.0533, 0.4706, -0.3963], [-0.6773, 0.0735, 0.8640], [0.3496, -0.2941, -1.0281], [-0.0210, -0.6888, 0.5356], [0.0450, 0.1683, 0.1857], [0.1747, -0.2825, 0.3319], [0.2051, 0.0621, 0.5870], [-0.0663, -0.0782, -0.0084], [0.3112, 0.6854, 0.6464], [-0.1499, 0.5462, 0.2902], [0.3543, 0.0608, 0.2032], [-0.1603, -0.6920, -0.1579], [-0.5208, -0.2537, 0.0967], [-0.2922, 0.1886, 0.5263], [0.1019, -0.1360, -0.0656], [0.4243, 0.3420, -0.2718], [0.3860, 0.1670, -0.1010], [-0.0443, -1.7900, 0.1766], [-0.2411, 0.9373, -0.6592], [0.6841, -0.0434, -0.2030], [-0.9156, -0.6237, -0.3470], [1.9228, -0.8027, 0.2268], [-1.0672, 0.2505, -0.6159], [0.2627, -0.2665, -0.2374], [0.8956, 0.7504, -0.2274], [0.2093, -0.1361, -1.0024], [-0.6544, 0.5832, -0.3419], [-0.7079, 0.8984, -0.2647], [0.2574, 0.1026, 0.9730], [-0.3426, 0.2656, -1.1197], [0.9973, 0.6819, 0.3607], [0.8573, 0.5885, 0.4091], [-0.6780, -0.4066, 0.5127], [-0.0661, -0.8598, -0.2467], [-0.5176, 0.3283, -0.6011], [-0.5049, -0.3209, -0.0614], [-0.6510, 1.0425, 0.2411], [-0.7211, 0.3168, -0.0425], [-0.0051, -1.0222, 0.5088], [0.2910, -1.1831, 0.3247], [0.8504, 0.7511, -0.3606], [0.1767, 0.1967, 0.0649], [-0.7125, 0.1220, 0.3168], [-0.2888, -0.2676, -0.0632], [0.0454, 0.2333, 0.4799], [0.2263, -0.0706, -0.0126], [-0.0591, -0.1554, 0.0519], [-0.0965, 0.0033, -0.0207], [0.1195, 0.0213, 0.2378], [-0.1000, -0.0130, -0.0263], [0.0388, 0.0240, 0.0057], [0.1146, 0.0428, 0.1011], [-0.1542, 0.0398, -0.0664], [0.1459, -0.2823, -0.2008], [-0.1757, 0.3480, -0.1655], [0.1787, -0.0474, 0.1675], [0.1143, 0.1776, 0.0008], [-0.0507, -0.0033, 0.2425], [0.0985, -0.2966, 0.0919], [0.0815, -0.0292, -0.1052], [-0.0283, 0.1535, 0.1190], [-0.4978, 0.2810, 0.4874], [0.2621, -0.3489, 1.2975], [-0.0888, -0.0313, 0.7070], [-0.2993, -0.4903, -0.9885], [0.3948, -0.0247, -0.0447], [-0.2618, 0.5569, -0.2940], [-0.3055, -0.3325, 0.3274], [0.2218, 0.6107, 0.0072], [0.2252, -0.4701, -0.0894], [0.0349, 0.1491, 0.1295], [-0.2633, 0.2888, -0.6840], [-0.1807, -0.1703, 0.0270], [0.0674, 0.0804, -0.2982], [0.0808, 0.0979, 0.1867]],
  "mulliken_charge": [1.013, -0.494, -0.554, -1.187, -1.466, 1.366, -0.915, -0.826, -0.935, -1.372, 0.658, 0.914, 0.440, 0.455, 0.440, 0.495, -0.200, 0.438, 0.495, 0.271, 0.442, 0.297, 0.372, 0.550, 0.420, -0.038, 0.091, 0.771, 0.555, 1.015, 0.483, 1.175, -1.887, -0.243, -0.907, -0.567, -0.701, -0.585, -0.608, -0.676, -0.362, -0.672, -1.049, -0.694, -0.946, -0.340, -0.628, -0.857, -0.482, 1.084, -1.898, 0.836, 0.376, 0.267, 0.500, 0.450, 0.509, 0.397, 0.438, 0.441, 0.380, 0.277, 0.507, 0.817, 0.649, 0.365, 0.436, 0.428, 0.598, -1.707, 0.326, 0.055, 0.595, -0.291, -0.257, -0.300, 0.573, -0.309, -0.258, -0.285, 0.262, 0.554, 0.222],
  "lumo_ev": [-1.9, -1.3],
  "total_energy_ha": -2972.78133,
  "spin_multiplicity": 1,
  "charge": 0
}


Listing energy relative to the best compared isomer or geometry (same formula, charge and spin) for the structures above in their given order: 0.071, 3.940 eV.